Formula: C2H7N
Source: OMol25
Level of theory: the ωB97M-V functional and the def2-TZVPD basis

Atoms and positions in Å:
H (5.2276, -1.4534, 0.2419)
H (-3.5024, 0.5738, -0.3952)
H (-4.5832, -0.5854, -0.9923)
H (4.3006, 1.2269, 0.2418)
C (4.6030, -0.5735, 0.3193)
C (-4.5198, 0.2287, -0.2574)
H (3.5963, -0.7258, 0.7081)
H (-5.3500, 0.8606, -0.5719)
H (-4.8084, -0.1201, 0.7279)
N (5.0364, 0.5683, -0.0222)

Calculated values
HOMO-LUMO gap (eV): 11.61
Energy relative to the best compared isomer or geometry (same formula, charge and spin) (kcal/mol): 24.11
HOMO energy (Ha): -0.383
Total charge: 0